Record 1
The following is a DFT calculation (ωB97M-V with the def2-TZVPD basis set) of 2 unconnected molecules or ions with the total composition C4H6NOS2 in a non-equilibrium geometry.

Structure (ORCA input):
```
! wB97M-V def2-TZVPD RIJCOSX def2/J DEFGRID3
* xyz 1 1
C 0.2299 1.3594 0.8465
C 1.3729 0.7858 1.2801
C -0.0047 -0.8340 0.8099
C -1.7770 0.4879 -0.0549
N -0.6208 0.3190 0.5733
O 1.1941 -0.5767 1.2631
S 1.1008 -1.5474 -1.8795
S 0.0489 -0.0566 -2.6030
H 0.0503 2.3500 0.5026
H 2.2974 1.2110 1.7124
H -0.4572 -1.8568 1.0390
H -2.1385 1.4916 -0.2693
H -2.1867 -0.3501 -0.6038
H 0.8906 -2.7829 -2.6164
*
```

Values from the calculation:
**HOMO energy (spin up / spin down)**: -13.002 / -12.754 eV
**LUMO (spin up / spin down)**: -5.55 / -5.45 eV
**Molar mass**: 148.2 g/mol
**Kohn-Sham gap (spin up / spin down)**: 7.45 / 7.30 eV
**Energy relative to the best compared isomer or geometry (same formula, charge and spin)**: 192.9 kJ/mol

***

Record 2
The following is a DFT calculation (ωB97M-V with the def2-TZVPD basis set) of a molecular structure, C4H13N2.

Structure (ORCA input):
```
! wB97M-V def2-TZVPD RIJCOSX def2/J DEFGRID3
* xyz 1 1
C 0.3558 2.3895 -0.0169
N -0.9422 1.6540 -0.1413
H 0.1920 3.4667 0.0149
H 0.8615 2.1380 0.9130
H 0.9916 2.1305 -0.8599
H -1.3645 1.9210 -1.0254
H -1.5587 2.0051 0.5877
H -0.5932 0.3615 0.0405
C 1.9916 -1.5670 0.6940
C 1.0401 -1.2200 -0.1501
N -0.2964 -0.8412 0.2191
C -1.3814 -1.6156 -0.4702
H 1.8476 -1.6265 1.7640
H 2.9701 -1.7974 0.3012
H 1.2343 -1.1304 -1.2140
H -0.4242 -0.9519 1.2254
H -2.3255 -1.1190 -0.2505
H -1.1932 -1.5637 -1.5375
H -1.4054 -2.6336 -0.0939
*
```

Values from the calculation:
**HOMO energy**: -13.872 eV
**LUMO**: -2.90 eV
**Molar mass**: 89.2 g/mol
**Kohn-Sham gap**: 10.97 eV
**Energy relative to the best compared isomer or geometry (same formula, charge and spin)**: 142.4 kJ/mol